No. 1
{"formula": "C2F6", "method": "the ωB97M-V functional and the def2-TZVPD basis", "elements": ["F", "F", "F", "F", "F", "F", "C", "C"], "positions_angstrom": [[1.71, -0.07, -0.54], [0.70, 1.49, 0.65], [0.08, 1.11, -1.44], [-0.84, -1.40, -0.68], [0.02, -1.24, 1.30], [-1.66, 0.11, 0.70], [0.51, 0.52, -0.28], [-0.52, -0.51, 0.28]], "largest_force_ha_per_bohr": 0.040, "multiplicity": 1, "smiles": "FC(F)(F)C(F)(F)F", "gap_ha": 0.559, "e_above_lowest_kcal_mol": 0.0, "total_energy_ha": -675.427578, "charge": 0}

---

No. 2
{"formula": "C30H32MnN3O6P2S", "method": "the ωB97M-V functional and the def2-TZVPD basis", "elements": ["Mn", "O", "S", "O", "O", "O", "C", "C", "C", "C", "C", "C", "P", "C", "C", "C", "C", "C", "C", "C", "C", "C", "C", "C", "C", "C", "C", "C", "C", "H", "H", "H", "H", "H", "H", "H", "H", "H", "H", "H", "H", "H", "H", "H", "H", "C", "P", "C", "C", "O", "H", "H", "H", "H", "H", "H", "H", "H", "H", "C", "N", "C", "C", "C", "N", "C", "O", "N", "H", "H", "H", "H", "H", "H", "H"], "positions_angstrom": [[-0.14, -0.14, 1.28], [0.15, -1.85, 4.47], [0.81, -1.85, 3.17], [1.90, -2.78, 3.03], [-0.25, -2.07, 2.09], [1.23, -0.43, 2.82], [0.06, -1.12, -4.93], [-0.75, -0.28, -4.16], [-0.35, 0.09, -2.89], [0.88, -0.35, -2.38], [1.67, -1.19, -3.15], [1.26, -1.58, -4.42], [1.34, 0.21, -0.72], [3.07, -0.29, -0.52], [3.35, -1.31, 0.38], [4.66, -1.75, 0.55], [5.69, -1.17, -0.17], [5.41, -0.14, -1.07], [4.11, 0.30, -1.24], [1.32, 2.01, -0.84], [1.72, 2.77, -1.91], [1.76, 4.17, -1.80], [1.44, 4.78, -0.62], [1.01, 4.02, 0.50], [0.68, 4.62, 1.74], [0.28, 3.84, 2.79], [0.13, 2.44, 2.64], [0.40, 1.84, 1.44], [0.91, 2.62, 0.37], [-0.26, -1.42, -5.92], [-1.69, 0.07, -4.56], [-0.98, 0.72, -2.28], [2.62, -1.54, -2.76], [1.89, -2.24, -5.01], [2.57, -1.76, 0.99], [4.86, -2.54, 1.27], [6.71, -1.51, -0.03], [6.22, 0.32, -1.62], [3.91, 1.11, -1.93], [2.00, 2.29, -2.85], [2.07, 4.77, -2.65], [1.50, 5.86, -0.53], [0.76, 5.69, 1.85], [0.05, 4.29, 3.75], [-0.19, 1.85, 3.49], [-1.87, -3.23, -2.18], [-1.27, -2.85, -0.52], [0.35, -3.64, -0.44], [-2.35, -3.73, 0.61], [-1.26, -1.36, -0.30], [-1.92, -4.30, -2.34], [-1.19, -2.78, -2.90], [-2.86, -2.79, -2.31], [0.26, -4.69, -0.72], [0.75, -3.55, 0.57], [1.01, -3.14, -1.15], [-2.36, -4.80, 0.38], [-3.36, -3.33, 0.51], [-1.98, -3.57, 1.62], [-4.55, 2.32, 0.01], [-3.99, 1.57, 1.12], [-4.68, 1.31, 2.25], [-4.14, 0.62, 3.27], [-2.79, 0.15, 3.12], [-2.11, 0.41, 2.00], [-2.67, 1.12, 0.97], [-2.06, 1.38, -0.05], [-2.23, -0.52, 4.12], [-5.57, 2.60, 0.26], [-4.55, 1.72, -0.90], [-3.96, 3.21, -0.18], [-5.69, 1.70, 2.28], [-4.70, 0.43, 4.17], [-2.78, -0.68, 4.94], [-1.29, -0.95, 4.11]], "largest_force_ha_per_bohr": 0.002, "multiplicity": 5, "gap_ha": [0.275, 0.307], "s2": 6.225, "e_above_lowest_kcal_mol": 0.0, "total_energy_ha": -4010.202577, "charge": 0}

---

No. 3
{"formula": "C4H3ClO2", "method": "the ωB97M-V functional and the def2-TZVPD basis", "elements": ["C", "C", "C", "C", "O", "O", "Cl", "H", "H", "H"], "positions_angstrom": [[-1.12, 0.11, 0.03], [-0.75, 1.41, -0.01], [0.06, -0.67, 0.02], [1.11, 0.19, 0.01], [0.54, 1.63, 0.00], [-0.03, -2.03, 0.00], [2.80, -0.17, -0.03], [-2.03, -0.27, -0.07], [-1.35, 2.41, -0.06], [0.76, -2.61, 0.10]], "largest_force_ha_per_bohr": 0.096, "multiplicity": 1, "smiles": "Oc1ccoc1Cl", "gap_ha": 0.335, "e_above_lowest_kcal_mol": 35.0, "total_energy_ha": -764.823096, "charge": 0}

---

No. 4
{"formula": "C7H14F3N3O8", "method": "the ωB97M-V functional and the def2-TZVPD basis", "elements": ["C", "N", "O", "O", "H", "H", "H", "C", "N", "O", "O", "H", "H", "H", "C", "N", "O", "O", "H", "H", "H", "C", "C", "O", "C", "O", "C", "F", "F", "F", "H", "H", "H", "H", "H"], "positions_angstrom": [[2.15, -4.94, 0.44], [1.10, -3.89, 0.13], [0.53, -3.41, 1.08], [1.16, -3.57, -1.04], [3.09, -4.45, 0.21], [1.94, -5.77, -0.22], [2.06, -5.17, 1.50], [3.97, -0.46, -3.82], [3.40, -0.41, -2.43], [2.31, 0.10, -2.32], [4.07, -0.86, -1.52], [4.24, -1.50, -3.95], [4.79, 0.24, -3.95], [3.22, -0.12, -4.52], [-0.84, -0.80, -0.77], [-1.41, 0.51, -1.28], [-2.61, 0.68, -1.25], [-0.64, 1.42, -1.55], [-0.38, -0.64, 0.20], [-0.15, -1.19, -1.51], [-1.80, -1.30, -0.65], [-0.56, 4.12, 2.10], [-1.71, 3.59, 1.23], [-2.66, 2.84, 2.00], [-2.60, 1.50, 1.94], [-1.68, 0.91, 1.48], [-3.88, 0.76, 2.40], [-4.49, 0.37, 1.30], [-3.57, -0.22, 3.23], [-4.69, 1.60, 3.09], [0.39, 4.31, 1.61], [-0.30, 3.41, 2.89], [-0.93, 4.99, 2.66], [-1.31, 2.91, 0.47], [-2.23, 4.45, 0.81]], "largest_force_ha_per_bohr": 0.054, "multiplicity": 1, "smiles": "CCOC(=O)C(F)(F)F.C[N+](=O)[O-].C[N+](=O)[O-].C[N+](=O)[O-]", "gap_ha": 0.383, "total_energy_ha": -1340.615502, "charge": 0}

---

No. 5
{"formula": "C3H14NO2", "method": "the ωB97M-V functional and the def2-TZVPD basis", "elements": ["C", "C", "N", "C", "H", "H", "H", "H", "H", "H", "H", "H", "H", "H", "H", "H", "O", "H", "H", "O"], "positions_angstrom": [[1.54, -0.78, 1.41], [1.25, 0.05, 0.19], [-0.18, 0.46, 0.05], [-0.49, 1.80, 0.61], [1.15, -1.78, 1.34], [2.61, -0.80, 1.59], [1.12, -0.34, 2.32], [1.84, 0.97, 0.19], [1.55, -0.47, -0.71], [-0.79, -0.25, 0.46], [-0.45, 0.49, -0.96], [-0.19, 1.83, 1.66], [-1.55, 2.02, 0.53], [0.12, 2.54, 0.09], [-0.87, 1.28, -3.10], [-2.02, 0.32, -2.74], [-1.09, 0.50, -2.57], [-1.32, -2.87, 0.60], [-1.21, -2.71, -0.89], [-1.02, -2.24, -0.07]], "largest_force_ha_per_bohr": 0.016, "multiplicity": 1, "gap_ha": 0.475, "e_above_lowest_kcal_mol": 5.9, "total_energy_ha": -327.713194, "charge": 1}

---

No. 6
{"formula": "C8H18NO", "method": "the ωB97M-V functional and the def2-TZVPD basis", "elements": ["C", "C", "C", "C", "C", "C", "C", "C", "N", "O", "H", "H", "H", "H", "H", "H", "H", "H", "H", "H", "H", "H", "H", "H", "H", "H", "H", "H"], "positions_angstrom": [[-1.94, 0.18, -1.37], [-2.47, -1.41, 0.46], [-1.96, 1.03, 1.01], [1.42, 1.04, -1.23], [1.83, 0.82, 1.29], [2.74, -1.03, -0.19], [-1.94, -0.14, 0.04], [1.58, -0.01, -0.03], [0.35, -0.72, 0.04], [0.29, -1.89, 0.10], [-2.93, -0.10, -1.65], [-1.68, 1.20, -1.63], [-1.31, -0.57, -1.92], [-1.71, -2.17, 0.39], [-3.19, -1.66, -0.37], [-2.89, -1.57, 1.55], [-2.95, 1.42, 0.93], [-1.82, 0.60, 1.90], [-1.10, 1.62, 0.77], [1.71, 0.49, -2.11], [0.48, 1.70, -1.42], [2.36, 1.68, -1.00], [1.92, 0.32, 2.29], [1.24, 1.67, 1.42], [2.90, 1.23, 1.10], [3.61, -0.62, 0.48], [2.49, -1.94, 0.33], [2.97, -1.21, -1.18]], "largest_force_ha_per_bohr": 0.085, "multiplicity": 1, "gap_ha": [0.330, 0.330], "e_above_lowest_kcal_mol": 103.4, "total_energy_ha": -445.183256, "charge": 1}

---

No. 7
{"formula": "C14H48N6O10", "method": "the ωB97M-V functional and the def2-TZVPD basis", "elements": ["C", "C", "O", "H", "H", "H", "H", "H", "H", "C", "C", "O", "H", "H", "H", "H", "H", "H", "C", "C", "O", "H", "H", "H", "H", "H", "H", "C", "C", "O", "H", "H", "H", "H", "H", "H", "C", "O", "N", "N", "H", "H", "H", "H", "C", "O", "N", "N", "H", "H", "H", "H", "C", "O", "N", "N", "H", "H", "H", "H", "C", "O", "H", "H", "H", "H", "C", "O", "H", "H", "H", "H", "C", "O", "H", "H", "H", "H"], "positions_angstrom": [[4.56, 0.05, 2.26], [5.10, -1.26, 1.55], [4.40, -1.57, 0.37], [5.08, 0.21, 3.22], [3.50, -0.02, 2.46], [4.62, 1.00, 1.69], [4.81, -2.11, 2.15], [6.14, -1.04, 1.36], [3.94, -2.39, 0.48], [-1.72, 3.13, -1.96], [-0.51, 3.59, -1.30], [-0.72, 3.26, 0.06], [-1.64, 2.04, -1.73], [-1.67, 3.39, -2.97], [-2.60, 3.66, -1.71], [-0.30, 4.64, -1.17], [0.32, 2.92, -1.63], [-0.01, 3.53, 0.69], [-3.91, 3.22, 1.55], [-3.83, 1.94, 0.71], [-2.48, 1.49, 0.65], [-3.74, 4.10, 0.98], [-3.30, 3.27, 2.49], [-5.01, 3.27, 1.98], [-4.21, 2.02, -0.33], [-4.48, 1.21, 1.29], [-2.09, 2.21, 0.19], [0.44, -0.09, -1.52], [1.73, 0.27, -0.63], [1.74, -0.67, 0.37], [0.46, -1.19, -1.85], [0.52, 0.45, -2.43], [-0.56, 0.13, -0.99], [1.77, 1.26, -0.22], [2.65, 0.13, -1.24], [2.69, -0.75, 0.59], [0.28, 1.42, 3.10], [-0.26, 2.58, 3.65], [-0.34, 0.70, 2.23], [1.46, 0.90, 3.47], [-1.19, 1.23, 1.82], [0.27, 0.20, 1.64], [1.89, 1.60, 3.99], [1.86, -0.01, 3.31], [-0.68, -4.03, 0.38], [-0.02, -4.67, -0.63], [-1.72, -4.57, 0.98], [-0.25, -2.87, 0.82], [-2.01, -5.52, 0.60], [-2.28, -4.18, 1.70], [0.16, -2.24, 0.04], [-0.77, -2.45, 1.63], [-3.88, -0.47, -1.89], [-3.47, -0.05, -3.21], [-5.09, -0.56, -1.46], [-3.01, -1.07, -1.16], [-5.73, 0.03, -2.03], [-5.46, -0.69, -0.48], [-2.13, -1.29, -1.69], [-3.06, -1.00, -0.16], [2.41, 3.27, 1.47], [1.41, 4.28, 1.60], [3.08, 3.28, 2.30], [2.91, 3.38, 0.48], [1.88, 2.28, 1.36], [1.06, 4.37, 2.47], [2.75, -3.33, -1.80], [2.48, -4.67, -1.50], [3.78, -3.32, -1.91], [2.43, -2.72, -0.98], [2.39, -3.00, -2.84], [1.62, -4.76, -1.24], [-0.44, -2.97, -3.65], [-1.40, -2.19, -3.03], [-0.10, -3.85, -3.12], [0.45, -2.44, -3.77], [-0.72, -3.38, -4.62], [-2.25, -2.53, -3.27]], "largest_force_ha_per_bohr": 0.176, "multiplicity": 1, "smiles": "NC(N)=O.NC(N)=O.NC(N)=O.CCO.CCO.CCO.CCO.CO.CO.CO", "gap_ha": 0.326, "e_above_lowest_kcal_mol": 131.5, "total_energy_ha": -1642.973744, "charge": 0}

---

No. 8
{"formula": "C22H44FNO19S", "method": "the ωB97M-V functional and the def2-TZVPD basis", "elements": ["C", "C", "N", "C", "O", "C", "C", "O", "C", "C", "S", "O", "O", "F", "H", "H", "H", "H", "H", "H", "H", "H", "H", "H", "H", "H", "H", "H", "C", "O", "C", "O", "O", "C", "H", "H", "H", "H", "H", "H", "C", "O", "C", "O", "O", "C", "H", "H", "H", "H", "H", "H", "C", "O", "C", "O", "O", "C", "H", "H", "H", "H", "H", "H", "C", "O", "C", "O", "O", "C", "H", "H", "H", "H", "H", "H", "C", "O", "C", "O", "O", "C", "H", "H", "H", "H", "H", "H"], "positions_angstrom": [[0.41, 2.38, -3.06], [0.08, 3.66, -3.10], [1.00, 4.76, -3.21], [1.96, 4.87, -2.10], [3.11, 4.09, -2.30], [3.85, 3.90, -1.12], [4.42, 2.47, -1.06], [5.77, 2.53, -0.69], [6.53, 1.48, -1.28], [6.82, 1.75, -2.78], [1.72, 4.80, -4.73], [2.06, 3.53, -5.25], [0.86, 5.54, -5.56], [3.01, 5.64, -4.56], [-0.29, 1.69, -3.53], [1.27, 1.96, -2.56], [-0.97, 3.92, -2.99], [2.23, 5.92, -1.98], [1.42, 4.57, -1.20], [4.71, 4.58, -1.03], [3.24, 4.06, -0.22], [4.27, 2.06, -2.07], [3.82, 1.85, -0.39], [7.49, 1.46, -0.77], [6.03, 0.52, -1.11], [7.88, 1.73, -2.98], [6.31, 0.97, -3.35], [6.38, 2.69, -3.10], [-0.09, -2.36, -0.39], [-0.24, -0.94, -0.44], [-1.24, -0.46, 0.29], [-2.00, -1.10, 0.96], [-1.26, 0.87, 0.14], [-2.30, 1.53, 0.88], [0.75, -2.63, -1.02], [0.11, -2.69, 0.63], [-0.98, -2.85, -0.77], [-2.18, 1.36, 1.95], [-3.28, 1.19, 0.54], [-2.20, 2.59, 0.68], [-3.12, -1.87, 3.39], [-3.25, -1.41, 4.75], [-4.49, -1.06, 5.09], [-5.46, -1.09, 4.38], [-4.47, -0.65, 6.36], [-5.75, -0.24, 6.86], [-2.08, -2.13, 3.24], [-3.73, -2.76, 3.23], [-3.40, -1.09, 2.70], [-6.46, -1.06, 6.82], [-6.12, 0.61, 6.29], [-5.60, 0.07, 7.89], [-11.79, -0.16, 4.08], [-10.98, -0.36, 2.92], [-9.76, -0.86, 3.18], [-9.33, -1.13, 4.27], [-9.12, -1.00, 2.02], [-7.79, -1.52, 2.14], [-12.74, 0.24, 3.74], [-11.96, -1.10, 4.59], [-11.32, 0.56, 4.75], [-7.81, -2.52, 2.58], [-7.17, -0.86, 2.73], [-7.38, -1.59, 1.14], [0.83, -4.45, -6.48], [0.07, -3.25, -6.37], [-0.53, -3.08, -5.20], [-0.47, -3.83, -4.26], [-1.21, -1.93, -5.24], [-1.90, -1.63, -4.03], [1.27, -4.47, -7.47], [1.64, -4.46, -5.74], [0.20, -5.33, -6.35], [-1.20, -1.53, -3.20], [-2.65, -2.39, -3.81], [-2.41, -0.68, -4.18], [6.98, 0.05, 2.21], [8.11, -0.75, 1.83], [8.08, -1.99, 2.32], [7.23, -2.46, 3.01], [9.18, -2.62, 1.89], [9.29, -3.97, 2.34], [7.11, 1.03, 1.76], [6.06, -0.39, 1.84], [6.94, 0.17, 3.29], [8.46, -4.57, 1.97], [9.34, -4.01, 3.42], [10.22, -4.37, 1.93]], "largest_force_ha_per_bohr": 0.046, "multiplicity": 1, "smiles": "C=CN(COCCOCC)S(=O)(=O)F.COC(=O)OC.COC(=O)OC.COC(=O)OC.COC(=O)OC.COC(=O)OC", "gap_ha": 0.371, "total_energy_ha": -2846.942830, "charge": 0}